The following is a quantum chemistry calculation of 4 unconnected molecules or ions with the total composition C23H20NO7P at a distorted geometry, from OMol25.

```
52
Properties=species:S:1:pos:R:3:forces:R:3:mulliken_charge:R:1
C 7.140 -0.464 3.556 -6.194 2.844 0.155 0.00
C 6.067 0.315 3.475 4.708 -3.936 0.054 -0.38
P 4.653 1.608 3.497 1.594 0.262 1.014 0.02
C 3.148 0.846 4.371 -1.338 -1.657 -0.458 -0.68
C 1.710 1.161 3.648 0.034 -0.537 0.094 0.33
C 0.769 -0.124 3.953 0.596 -2.325 3.045 0.12
N -0.201 -0.732 2.969 0.844 0.197 1.534 -0.41
O 0.868 -0.684 5.096 -0.539 2.629 -4.307 -0.58
H 7.759 -1.424 3.740 -1.199 2.442 -0.575 0.32
H 4.299 1.909 2.129 0.020 -1.123 0.547 -0.02
H 3.025 1.176 5.472 0.774 -0.604 -1.904 0.35
H 3.276 -0.309 4.305 -0.200 2.064 0.498 0.36
H 1.865 1.376 2.524 -0.619 -0.385 1.811 -0.26
H 1.203 2.062 4.178 0.823 -1.497 -1.115 0.28
H 0.230 -1.566 2.506 -0.153 1.176 0.320 0.25
H -0.921 -1.164 3.597 0.838 0.486 -0.690 0.32
C -2.045 1.633 -2.459 -0.056 -0.344 -0.022 -0.47
C -2.022 0.367 -2.035 -0.081 0.160 -0.286 -0.51
C -1.434 0.008 -0.727 -0.003 -0.282 0.152 0.22
O -1.411 -1.149 -0.339 0.014 0.244 -0.157 -0.57
C -0.876 1.104 0.092 0.132 0.152 0.170 -0.13
C -0.900 2.366 -0.332 -0.013 -0.039 0.167 -0.36
C -1.485 2.728 -1.638 -0.048 0.477 -0.151 0.38
O -1.507 3.884 -2.024 0.025 -0.357 0.100 -0.58
H -2.470 1.914 -3.415 0.011 0.016 0.013 0.47
H -2.428 -0.447 -2.623 0.018 0.018 0.013 0.55
H -0.450 0.826 1.049 -0.067 -0.083 -0.010 0.59
H -0.493 3.177 0.259 0.008 -0.006 -0.057 0.41
C -5.078 -4.274 -1.258 0.338 0.079 -0.122 -0.36
C -4.258 -3.530 -2.002 -0.002 -0.271 0.213 -0.24
C -4.771 -2.420 -2.833 0.264 0.192 -0.219 0.51
O -4.022 -1.741 -3.514 -0.255 -0.182 0.168 -0.59
C -6.226 -2.166 -2.806 -0.326 -0.047 0.087 -0.40
C -7.047 -2.910 -2.062 0.038 0.296 -0.246 -0.35
C -6.534 -4.020 -1.232 -0.337 -0.346 0.347 0.34
O -7.282 -4.698 -0.551 0.254 0.246 -0.248 -0.55
H -4.720 -5.091 -0.645 -0.045 0.010 0.003 0.41
H -3.189 -3.702 -2.032 -0.013 0.060 -0.005 0.41
H -6.585 -1.349 -3.420 0.043 -0.004 -0.005 0.41
H -8.116 -2.737 -2.032 0.020 -0.036 0.029 0.40
C 3.379 2.929 -1.471 0.159 0.091 -0.253 -0.50
C 4.049 2.469 -2.529 -0.108 0.295 0.211 -0.36
C 4.093 1.024 -2.840 0.321 -0.185 -0.498 0.31
O 4.705 0.603 -3.803 -0.236 0.146 0.362 -0.55
C 3.364 0.111 -1.935 -0.229 -0.110 0.306 -0.50
C 2.694 0.571 -0.877 0.073 -0.239 -0.157 -0.13
C 2.651 2.015 -0.567 -0.150 0.132 0.255 0.44
O 2.037 2.437 0.399 0.284 -0.097 -0.182 -0.53
H 3.338 3.983 -1.228 -0.030 -0.022 0.026 0.44
H 4.588 3.124 -3.202 0.000 -0.049 -0.004 0.42
H 3.405 -0.944 -2.177 0.023 0.025 -0.027 0.43
H 2.155 -0.084 -0.204 -0.017 0.022 0.008 0.51
```
Forces are in eV/Å.

## Properties
- structure (SMILES) = O=C1C=CC(=O)C=C1.O=C1C=CC(=O)C=C1.O=C1C=CC(=O)C=C1.C#CPCCC(N)=O
- HOMO-LUMO gap (eV) = 6.6
- HOMO energy (eV) = -8.6
- relative energy (zero: lowest compared OMol25 entry of this formula, charge and spin) (kJ/mol) = 236.4

The following is a quantum chemistry calculation of a molecular structure, C23H21AlN3O6PS2, from OMol25.

```
57
Properties=species:S:1:pos:R:3:forces:R:3:mulliken_charge:R:1
Al 0.238 -0.955 -0.268 -0.128 0.532 -0.193 1.20
O -1.403 -1.674 -0.825 0.056 -0.061 -0.068 -0.47
S -2.112 -1.256 0.449 -0.066 -0.110 0.147 1.45
O -2.934 -2.237 1.058 0.025 0.001 -0.027 -0.59
O -0.884 -0.845 1.249 0.045 -0.092 0.051 -0.52
C -3.004 0.201 0.072 -0.011 -0.010 -0.005 0.23
C -4.369 0.204 0.309 0.040 -0.020 0.001 -0.51
C -5.100 1.333 -0.034 -0.005 0.032 -0.017 -0.70
C -4.465 2.420 -0.612 -0.030 -0.003 0.008 -0.79
C -3.095 2.399 -0.846 0.022 -0.033 0.006 -0.43
C -2.335 1.289 -0.501 -0.005 0.022 0.015 -0.51
P -0.531 1.309 -0.798 -0.053 0.074 0.004 1.11
C 0.133 2.526 0.359 0.025 -0.028 0.010 0.43
C -0.598 2.981 1.452 -0.005 0.004 -0.014 -0.53
C -0.014 3.859 2.356 -0.001 0.000 -0.003 -0.74
C 1.294 4.280 2.172 -0.001 0.007 0.009 -0.56
C 2.029 3.821 1.086 0.000 -0.009 -0.013 -0.82
C 1.455 2.941 0.185 -0.002 0.011 -0.001 -0.32
C -0.334 1.941 -2.473 0.030 -0.030 0.022 0.54
C -0.512 1.038 -3.522 0.025 0.004 -0.002 -0.54
C -0.431 1.478 -4.832 -0.001 -0.001 -0.004 -0.78
C -0.162 2.815 -5.096 -0.003 -0.005 0.000 -0.49
C 0.022 3.714 -4.055 0.000 0.011 0.014 -0.79
C -0.066 3.282 -2.739 -0.047 0.005 -0.023 -0.04
H -4.844 -0.663 0.746 -0.002 0.003 0.002 0.56
H -6.166 1.354 0.145 -0.001 0.003 -0.002 0.43
H -5.038 3.295 -0.887 -0.002 -0.002 0.001 0.45
H -2.615 3.254 -1.305 -0.002 0.002 0.002 0.52
H -1.622 2.664 1.602 0.000 -0.003 0.005 0.38
H -0.587 4.218 3.200 0.000 0.002 0.000 0.45
H 1.741 4.972 2.873 0.000 -0.001 0.001 0.43
H 3.048 4.154 0.940 0.000 0.000 0.000 0.43
H 2.030 2.598 -0.668 0.004 0.002 0.003 0.46
H -0.719 -0.007 -3.317 0.003 0.001 -0.004 0.37
H -0.573 0.781 -5.646 0.000 -0.001 0.000 0.43
H -0.094 3.158 -6.120 0.001 -0.002 -0.001 0.42
H 0.231 4.754 -4.265 -0.001 0.000 -0.001 0.44
H 0.071 3.987 -1.930 0.011 0.000 0.002 0.44
O 0.777 -2.982 0.481 -0.090 0.037 0.060 -0.09
N 0.069 -3.899 0.175 0.033 -0.062 -0.040 0.17
O 1.985 -0.491 0.311 0.014 -0.055 -0.017 -0.42
C 2.358 -0.696 -0.885 0.144 -0.093 0.000 0.16
O 1.488 -1.164 -1.680 -0.013 -0.113 0.045 -0.44
H 3.373 -0.471 -1.217 0.001 -0.007 0.000 0.48
C 3.414 -6.051 1.273 0.015 -0.031 -0.019 -0.82
N 2.706 -5.274 2.300 0.003 0.025 -0.048 0.18
C 3.286 -4.757 3.429 -0.015 0.026 0.025 -0.08
C 2.323 -4.081 4.112 0.023 -0.004 -0.016 -0.53
N 1.176 -4.207 3.384 -0.002 -0.011 0.026 0.09
C 1.415 -4.930 2.282 -0.055 -0.030 0.078 0.03
S 0.212 -5.362 1.092 0.036 -0.001 -0.024 0.02
H 4.270 -6.529 1.739 -0.004 0.003 0.007 0.35
H 3.748 -5.388 0.478 -0.002 0.008 0.006 0.32
H 2.754 -6.814 0.872 -0.013 0.006 0.005 0.36
H 4.325 -4.917 3.660 0.001 0.002 -0.006 0.47
H 2.365 -3.540 5.041 0.002 -0.006 0.004 0.44
H 0.270 -3.835 3.638 0.001 0.002 -0.008 0.25
```
Forces are in eV/Å.

## Properties
- HOMO-LUMO gap (eV) = 6.3
- charge = +2
- HOMO energy (eV) = -13.8
- relative energy (zero: lowest compared OMol25 entry of this formula, charge and spin) (kJ/mol) = 116.4

The following is a quantum chemistry calculation of C23H21BrClN3O7S in the gas phase at a distorted geometry, from OMol25.

```
57
Properties=species:S:1:pos:R:3:forces:R:3:mulliken_charge:R:1
C -2.652 1.978 0.523 0.543 -0.329 0.230 -0.65
C -1.745 3.151 0.785 -0.285 0.473 -0.575 0.52
O -2.060 4.259 0.465 0.051 0.266 0.153 -0.55
O -0.562 2.894 1.418 -0.222 -0.431 0.461 -0.14
C -0.543 3.506 2.727 -0.060 0.125 -0.152 -0.48
C 0.570 2.889 3.602 -0.175 0.122 -0.327 -2.16
C 1.242 1.731 2.914 -0.345 0.227 0.552 0.34
C 0.640 0.476 2.868 0.292 -0.001 -0.050 0.43
Br -1.032 0.198 3.735 0.110 0.038 -0.092 -0.22
C 1.241 -0.591 2.206 -0.203 0.203 0.414 0.22
C 2.477 -0.379 1.597 -0.142 -0.558 -0.291 1.01
C 3.109 0.855 1.622 -0.071 -0.087 0.153 -0.01
C 4.430 1.044 0.946 -0.027 -0.215 -0.575 -1.84
O 4.146 1.378 -0.418 -0.161 0.616 0.070 -0.11
N 5.370 1.278 -1.175 0.466 0.083 0.260 0.06
O 5.644 2.294 -1.660 -0.305 -0.253 -0.220 -0.25
C 2.454 1.887 2.279 0.294 -0.102 -0.100 0.98
O 3.063 3.178 2.320 -0.026 -0.449 0.028 -0.64
C 2.900 3.838 1.215 0.055 -0.694 1.205 0.49
N 2.733 4.428 0.256 -0.140 0.977 -1.345 -0.48
S 3.206 -1.780 0.780 0.136 -0.019 -0.037 -0.53
C 1.732 -2.483 0.086 0.731 0.464 0.380 0.24
C 1.705 -3.064 -1.168 -0.434 -0.020 0.052 0.33
Cl 3.130 -3.168 -2.130 0.079 0.031 -0.008 -0.24
C 0.511 -3.583 -1.656 0.558 0.163 0.138 -0.71
C -0.636 -3.506 -0.886 -0.465 -0.564 -0.193 0.54
C -1.943 -4.025 -1.438 -0.222 0.722 -0.168 -1.22
C -2.942 -2.865 -1.636 0.558 0.164 0.471 -0.81
C -2.342 -1.670 -2.397 -0.832 0.363 -0.137 -0.13
C -3.247 -1.154 -3.526 0.637 -0.053 -0.460 -0.64
O -2.427 -0.829 -4.677 -0.136 -0.064 0.355 -0.34
C -2.058 0.462 -4.730 0.151 0.491 -0.146 0.16
O -0.955 0.824 -4.982 0.351 -0.123 -0.280 -0.45
C -0.606 -2.945 0.384 0.373 0.044 -0.293 -0.48
C 0.589 -2.436 0.866 -0.418 -0.215 0.148 0.24
N 0.651 -1.861 2.159 -0.058 0.094 -0.550 -0.34
H -3.666 2.302 0.723 -0.144 -0.037 0.042 0.36
H -2.363 1.137 1.146 -0.148 -0.119 0.047 0.12
H -2.596 1.669 -0.517 0.105 0.087 -0.164 0.17
H -1.514 3.322 3.188 -0.063 -0.017 0.094 0.47
H -0.439 4.582 2.609 0.166 0.073 0.017 0.40
H 1.290 3.646 3.891 0.177 0.057 -0.189 0.47
H 0.112 2.551 4.524 -0.011 -0.171 0.144 0.55
H 5.023 0.129 0.936 0.063 -0.079 0.290 0.63
H 5.005 1.842 1.413 0.027 0.075 0.060 0.52
H 0.532 -4.030 -2.637 -0.240 -0.088 -0.097 0.40
H -2.385 -4.729 -0.736 0.023 -0.291 -0.128 0.38
H -1.774 -4.488 -2.408 0.067 -0.312 0.050 0.35
H -3.207 -2.520 -0.637 -0.276 0.005 0.038 0.30
H -3.861 -3.212 -2.104 -0.027 -0.152 -0.083 0.60
H -1.367 -1.869 -2.829 0.079 -0.221 -0.007 0.41
H -2.227 -0.838 -1.704 0.375 -0.007 0.119 0.05
H -3.758 -0.241 -3.226 -0.408 -0.075 0.044 0.36
H -3.947 -1.909 -3.869 -0.156 0.004 0.012 0.35
H -2.860 1.201 -4.574 -0.287 -0.251 0.260 0.35
H -1.513 -2.891 0.969 -0.041 0.012 0.134 0.35
H -0.274 -1.861 2.565 0.061 0.019 0.246 0.26
```
Forces are in eV/Å.

## Properties
- structure (SMILES) = CC(=O)OCCc1c(Br)c2c(c(CON=O)c1OC#N)Sc1c(Cl)cc(CCCCOC=O)cc1N2
- HOMO-LUMO gap (eV) = 8.4
- HOMO energy (eV) = -8.5

Number 1: total energy -1810.94913 Eh, LUMO -1.923 eV. Number 2: total energy -2884.53277 Eh, LUMO -7.517 eV. Number 3: total energy -5012.25406 Eh, LUMO -0.037 eV.